#a
C9H10N | ωB97M-V with the def2-TZVPD basis set

Each line ends with the Löwdin charge.
Element x y z (Å)
C: -1.71 -1.10 -1.64  0.043
C: -1.57 -2.36 -2.03  -0.002
C: -0.44 -2.95 -1.38  0.014
C: 0.18 -2.11 -0.43  -0.029
C: -0.27 -0.79 -0.45  -0.012
C: -0.37 2.26 0.42  -0.115
C: 1.02 2.22 -0.10  -0.043
C: 0.45 1.20 0.85  -0.167
C: 0.89 0.76 2.16  -0.035
N: -1.23 -0.08 -1.09  0.147
H: -2.23 -3.03 -2.60  0.148
H: -0.22 -4.02 -1.45  0.133
H: 1.00 -2.44 0.21  0.128
H: -0.55 3.00 1.12  0.108
H: -1.09 2.21 -0.47  0.154
H: 1.10 2.21 -1.09  0.069
H: 1.69 2.97 0.36  0.138
H: 0.94 1.65 2.77  0.101
H: 2.03 0.37 2.13  0.154
H: 0.38 0.02 2.70  0.067

Its net charge is +1. The spin multiplicity is 1. The calculation puts the HOMO-LUMO gap (alpha / beta) at 0.270 / 0.270 Ha. The value obtained for the LUMO energy (alpha / beta) is -5.7 / -5.7 eV. The HOMO energy (alpha / beta) comes out at -0.4777 / -0.4777 Ha.

=====

#b
C9H10N | ωB97M-V with the def2-TZVPD basis set

Each line ends with the Löwdin charge.
Element x y z (Å)
C: 1.45 0.32 2.96  -0.059
C: 0.32 1.03 2.85  -0.100
C: 1.87 -0.60 2.01  -0.076
C: -0.64 0.86 1.89  0.033
C: 1.19 -0.74 0.85  0.040
C: -0.17 0.01 0.79  -0.151
C: -1.02 0.03 -2.69  -0.096
C: -0.86 -0.05 -0.40  -0.020
C: -0.33 -0.45 -1.62  -0.051
N: -0.93 -0.55 -3.91  0.171
H: 2.14 0.50 3.85  0.153
H: -0.11 1.78 3.59  0.149
H: 2.90 -1.07 1.97  0.143
H: -1.39 1.58 1.66  0.117
H: 1.46 -1.31 -0.06  0.098
H: -1.63 -0.09 -4.60  0.186
H: -1.73 0.72 -2.64  0.100
H: -1.77 0.48 -0.35  0.116
H: 0.52 -1.25 -1.47  0.153
H: -0.21 -1.17 -4.08  0.093

Its net charge is +1. The spin multiplicity is 1. The calculation puts the HOMO-LUMO gap at 0.264 Ha. The value obtained for the LUMO energy is -5.4 eV. The HOMO energy comes out at -0.4605 Ha.

=====

Which structure wins on stability? #b wins.

=====

#a
C3H4NS | ωB97M-V with the def2-TZVPD basis set

Each line ends with the Löwdin charge.
Element x y z (Å)
C: 1.03 -0.39 0.00  0.027
C: -0.97 -1.17 0.02  -0.362
C: 0.03 1.14 0.07  -0.314
N: 0.35 -1.43 0.04  0.038
S: -1.58 0.38 0.06  1.137
H: 2.13 -0.11 -0.17  0.163
H: -1.60 -2.10 -0.01  0.136
H: 0.16 1.94 0.77  0.072
H: 0.45 1.73 -0.77  0.102

Its net charge is +1. The spin multiplicity is 1. The calculation puts the HOMO-LUMO gap at 0.341 Ha. The value obtained for the LUMO energy is -6.9 eV. The HOMO energy comes out at -0.5937 Ha.

=====

#b
C3H4NS | ωB97M-V with the def2-TZVPD basis set

Each line ends with the Löwdin charge.
Element x y z (Å)
C: -0.97 0.29 -0.09  -0.053
C: 1.09 1.08 0.04  -0.283
C: -0.20 -1.09 0.05  -0.308
N: -0.23 1.29 0.02  0.021
S: 1.56 -0.58 0.00  1.125
H: -2.11 0.28 -0.13  0.175
H: 1.75 1.98 -0.01  0.136
H: -0.53 -1.46 0.94  0.064
H: -0.35 -1.78 -0.81  0.124

Its net charge is +1. The spin multiplicity is 1. The calculation puts the HOMO-LUMO gap at 0.331 Ha. The value obtained for the LUMO energy is -7.0 eV. The HOMO energy comes out at -0.5894 Ha.

=====

Which structure wins on stability? #b wins.

=====

#a
Cl2H3PSi | ωB97M-V with the def2-TZVPD basis set

Each line ends with the Löwdin charge.
Element x y z (Å)
Si: 1.55 2.26 -0.18  -0.050
P: 0.06 1.15 -1.15  0.414
Cl: -1.29 -1.39 2.28  0.152
Cl: 3.53 2.10 -0.86  0.084
H: 1.88 3.57 0.52  -0.108
H: -0.63 -0.99 3.44  -0.158
H: -0.90 1.47 -0.35  -0.333

The spin multiplicity is 1. The calculation puts the HOMO-LUMO gap at 0.292 Ha. The value obtained for the LUMO energy is -0.9 eV. The HOMO energy comes out at -0.3242 Ha.

=====

#b
Cl2H3PSi | ωB97M-V with the def2-TZVPD basis set

Each line ends with the Löwdin charge.
Element x y z (Å)
Si: 1.59 -0.84 0.56  -0.143
P: -2.04 0.33 -0.65  0.614
Cl: 2.51 -1.93 -0.95  0.118
Cl: 2.75 0.79 1.11  0.123
H: 0.11 -0.30 0.03  -0.208
H: -2.88 0.24 0.42  -0.262
H: -2.05 1.70 -0.52  -0.243

The spin multiplicity is 1. The calculation puts the HOMO-LUMO gap (alpha / beta) at 0.266 / 0.253 Ha. The value obtained for the LUMO energy (alpha / beta) is -1.6 / -1.6 eV. The HOMO energy (alpha / beta) comes out at -0.3240 / -0.3103 Ha.

=====

Which structure wins on stability? #a wins.

=====

#a
CH30O14 | ωB97M-V with the def2-TZVPD basis set

Each line ends with the Löwdin charge.
Element x y z (Å)
C: -0.33 0.54 0.01  -0.164
O: -0.72 1.81 -0.45  -0.131
H: 0.72 0.42 -0.24  0.079
H: -0.58 0.35 1.06  0.078
H: -0.83 -0.16 -0.66  0.073
H: 0.01 2.43 -0.43  0.071
O: 0.24 -4.37 -1.38  -0.052
H: 0.43 -4.02 -0.51  0.024
H: -0.27 -5.16 -1.21  0.029
O: 1.74 -3.10 2.60  -0.053
H: 1.47 -3.71 3.28  0.028
H: 2.69 -3.01 2.72  0.031
O: 3.01 5.40 2.87  -0.051
H: 2.88 5.66 1.96  0.020
H: 2.82 6.19 3.38  0.029
O: 0.88 -0.82 6.37  -0.054
H: 1.27 -0.90 5.50  0.024
H: 1.30 -0.06 6.76  0.032
O: 3.43 -2.27 -3.17  -0.052
H: 3.70 -2.81 -3.91  0.031
H: 2.57 -2.61 -2.92  0.021
O: 5.11 1.50 -1.86  -0.054
H: 4.94 1.82 -2.75  0.026
H: 4.65 0.67 -1.81  0.023
O: 1.91 2.27 -4.98  -0.051
H: 1.84 2.76 -4.16  0.021
H: 1.04 1.89 -5.10  0.024
O: 2.48 5.16 -1.59  -0.052
H: 1.98 5.91 -1.29  0.026
H: 3.34 5.51 -1.80  0.032
O: -4.55 -3.82 1.54  -0.052
H: -4.26 -2.97 1.87  0.026
H: -4.31 -4.44 2.23  0.025
O: -3.23 -1.42 4.91  -0.054
H: -2.39 -1.27 5.33  0.024
H: -3.66 -2.07 5.46  0.029
O: -2.09 0.68 -4.81  -0.052
H: -3.05 0.69 -4.83  0.032
H: -1.87 0.65 -3.88  0.022
O: -4.13 -4.72 -2.79  -0.051
H: -4.07 -5.11 -1.92  0.024
H: -3.27 -4.32 -2.94  0.024
O: -4.48 3.91 1.07  -0.053
H: -3.66 3.58 0.70  0.022
H: -4.67 3.31 1.79  0.028

The spin multiplicity is 1. The calculation puts the HOMO-LUMO gap at 0.389 Ha. The value obtained for the LUMO energy is -0.1 eV. The HOMO energy comes out at -0.3921 Ha.

=====

#b
CH30O14 | ωB97M-V with the def2-TZVPD basis set

Each line ends with the Löwdin charge.
Element x y z (Å)
O: 2.13 0.36 -3.36  0.321
H: 1.46 -0.01 -2.69  0.128
H: 2.94 0.62 -3.03  0.109
H: 1.76 0.95 -4.01  0.168
C: -0.04 0.24 -0.13  -0.258
O: 0.40 0.33 -1.43  -0.414
H: -1.15 0.45 -0.13  0.110
H: 0.38 0.81 0.62  0.027
H: 0.36 -0.63 0.36  0.058
O: -1.47 2.02 2.30  -0.029
H: -1.92 1.47 3.01  0.125
H: -0.58 1.95 2.37  -0.007
O: -1.50 -1.65 2.98  -0.037
H: -1.17 -2.55 3.15  0.042
H: -0.89 -1.39 2.32  -0.025
O: -0.90 -1.70 -2.54  -0.107
H: -1.40 -1.39 -3.34  0.054
H: -0.51 -1.00 -1.96  -0.028
O: -0.78 3.54 -0.03  -0.026
H: -0.90 3.16 -0.94  0.034
H: -1.11 2.92 0.52  -0.098
O: 1.84 -2.73 1.99  -0.039
H: 2.43 -1.97 1.99  -0.019
H: 2.26 -3.04 2.76  0.033
O: 2.29 2.38 -0.95  -0.043
H: 1.47 1.91 -0.86  -0.025
H: 2.89 2.07 -0.27  0.031
O: -3.68 2.42 0.78  -0.112
H: -3.74 3.35 1.22  0.093
H: -2.85 2.07 1.17  -0.031
O: 0.27 -4.43 0.61  -0.156
H: -0.67 -4.15 0.18  0.102
H: 0.67 -3.53 0.82  -0.015
O: -1.21 2.13 -2.49  -0.078
H: -1.73 1.64 -3.17  0.070
H: -0.73 1.48 -1.97  -0.042
O: -3.72 -1.03 0.28  -0.077
H: -3.07 -1.63 -0.29  0.095
H: -3.90 -0.33 -0.29  -0.028
O: 2.88 -0.34 1.96  0.035
H: 2.31 0.16 2.52  0.066
H: 3.67 -0.38 2.36  0.018
O: 2.34 -1.75 -1.10  0.070
H: 1.76 -1.29 -0.74  -0.152
H: 3.08 -1.52 -0.54  0.055

The spin multiplicity is 1. The calculation puts the HOMO-LUMO gap at 0.319 Ha. The value obtained for the LUMO energy is -0.7 eV. The HOMO energy comes out at -0.3442 Ha.

=====

Which structure wins on stability? #a wins.